(1)
Entry from OMol25: C4H2O in the gas phase at a distorted geometry (the ωB97M-V functional and the def2-TZVPD basis).

Each atom is followed by the atoms it is bonded to, with distances in Å.
Positions of all 7 atoms, in Å:
1 C 1.665 -0.611 -0.525  C3 1.315
2 C -0.015 -0.245 2.327  O5 1.159
3 C 0.499 -0.102 -0.855  C1 1.315, C4 1.432, H6 1.085
4 C -0.581 0.265 0.011  C3 1.432, O5 1.289, H7 1.072
5 O -0.384 0.025 1.262  C2 1.159, C4 1.289
6 H 0.350 0.023 -1.922  C3 1.085
7 H -1.535 0.645 -0.298  C4 1.072

Output
E_HOMO (alpha / beta) = -7.04 / -9.01 eV
Relative energy (zero: lowest compared OMol25 entry of this formula, charge and spin) = 69.2 kcal/mol
Lowest unoccupied orbital energy (alpha / beta) = -0.02369 / -0.05940 hartree
Multiplicity = 3
Frontier orbital gap (alpha / beta) = 6.40 / 7.39 eV

Atomic partial charges in e from the natural (NBO) method, atoms 1 to 4: -0.12 0.56 -0.55 0.06

=====

(2)
Entry from OMol25: 2 unconnected molecules or ions with the total composition C21H30ClFN2O10P at a distorted geometry (the ωB97M-V functional and the def2-TZVPD basis).

Each atom is followed by the atoms it is bonded to, with distances in Å.
Positions of all 66 atoms, in Å:
1 C 1.749 -3.281 3.866  C2 1.613, H33 1.149, H34 1.150, H35 1.154
2 C 1.519 -2.328 2.585  C1 1.613, C3 1.611, H36 1.141, H37 1.159
3 C 0.186 -2.744 1.781  C2 1.611, C4 1.633, N5 1.469, H38 1.160
4 C 0.188 -4.316 1.337  C3 1.633, H39 1.144, H40 1.139, H41 1.160
5 N -0.095 -1.983 0.557  C3 1.469, C6 1.465, H42 1.019
6 C -0.421 -0.567 0.746  N5 1.465, O7 1.430, C16 1.650, H43 1.164
7 O 0.641 0.344 1.043  C6 1.430, C8 1.390
8 C 1.845 0.216 0.360  O7 1.390, O9 1.246, C10 1.621
9 O 2.135 -0.419 -0.673  C8 1.246
10 C 3.017 1.191 0.912  C8 1.621, C11 1.543, C15 1.571
11 C 3.450 1.294 2.389  C10 1.543, C12 1.574, H44 1.140
12 C 4.555 2.367 2.718  C11 1.574, C13 1.569, H45 1.143
13 C 5.194 3.278 1.613  C12 1.569, C14 1.556, H46 1.144
14 C 4.792 3.142 0.116  C13 1.556, C15 1.567, H47 1.135
15 C 3.685 2.080 -0.198  C10 1.571, C14 1.567, H48 1.145
16 C -1.478 -0.059 -0.415  C6 1.650, C17 1.589, O22 1.439, C30 1.641
17 C -2.717 0.769 0.135  C16 1.589, C18 1.592, H49 1.159, H50 1.159
18 C -2.504 1.699 1.409  C17 1.592, O19 1.443, H51 1.159, H52 1.159
19 O -1.315 2.517 1.448  C18 1.443, C20 1.445
20 C -0.853 2.409 2.812  O19 1.445, O21 1.246, H53 1.156
21 O -0.648 3.379 3.567  C20 1.246
22 O -1.744 -1.258 -1.164  C16 1.439, C23 1.416
23 C -3.025 -1.400 -1.752  O22 1.416, C24 1.637, P27 1.933, H54 1.136
24 C -2.832 -2.348 -3.072  C23 1.637, C25 1.601, H55 1.156, H56 1.155
25 C -2.204 -1.572 -4.324  C24 1.601, F26 1.442, H57 1.155, H58 1.140
26 F -1.029 -2.298 -4.736  C25 1.442
27 P -4.084 -2.495 -0.562  C23 1.933, O28 1.727, Cl29 2.137
28 O -3.881 -4.153 -0.999  P27 1.727, H59 0.992
29 Cl -3.301 -2.404 1.424  P27 2.137
30 C -0.749 0.923 -1.509  C16 1.641, O31 1.272, O32 1.402
31 O -0.722 2.192 -1.423  C30 1.272
32 O -0.127 0.332 -2.617  C30 1.402
33 H 0.910 -4.053 4.003  C1 1.149
34 H 1.725 -2.619 4.806  C1 1.150
35 H 2.767 -3.807 3.727  C1 1.154
36 H 2.415 -2.241 1.883  C2 1.141
37 H 1.328 -1.264 3.002  C2 1.159
38 H -0.680 -2.673 2.549  C3 1.160
39 H 0.952 -4.540 0.516  C4 1.144
40 H 0.219 -5.029 2.225  C4 1.139
41 H -0.850 -4.471 0.844  C4 1.160
42 H 0.470 -2.214 -0.258  N5 1.019
43 H -1.091 -0.581 1.697  C6 1.164
44 H 2.981 0.639 3.196  C11 1.140
45 H 4.921 2.547 3.785  C12 1.143
46 H 5.995 4.052 1.875  C13 1.144
47 H 5.263 3.760 -0.712  C14 1.135
48 H 3.363 2.000 -1.294  C15 1.145
49 H -3.055 1.469 -0.726  C17 1.159
50 H -3.670 0.151 0.371  C17 1.159
51 H -3.438 2.380 1.499  C18 1.159
52 H -2.553 1.016 2.344  C18 1.159
53 H -0.606 1.345 3.191  C20 1.156
54 H -3.569 -0.474 -2.124  C23 1.136
55 H -2.148 -3.235 -2.787  C24 1.156
56 H -3.886 -2.773 -3.282  C24 1.155
57 H -2.957 -1.659 -5.195  C25 1.155
58 H -2.041 -0.459 -4.146  C25 1.140
59 H -3.500 -4.646 -0.226  O28 0.992
60 C 0.334 4.110 -3.757  N61 1.487, H64 1.088, H65 1.089, H66 1.089
61 N 0.062 5.444 -4.356  C60 1.487, O62 1.222, O63 1.222
62 O -0.795 5.507 -5.225  N61 1.222
63 O 0.718 6.384 -3.934  N61 1.222
64 H -0.318 3.375 -4.225  C60 1.088
65 H 1.380 3.872 -3.946  C60 1.089
66 H 0.130 4.180 -2.689  C60 1.089

Output
E_HOMO = -4.71 eV
Lowest unoccupied orbital energy = 0.08196 hartree
Total charge = -1
Multiplicity = 1
Frontier orbital gap = 6.94 eV

Atomic partial charges in e from the natural (NBO) method, atoms 1 to 4: -0.63 -0.44 -0.01 -0.63

=====

Table of E_tot (Ha), in record order: -228.4907 -2581.2186